No. 1
7
Properties=species:S:1:pos:R:3:nbo_charge:R:1 method="wB97M-V/def2-TZVPD" e_homo_ev="-8.45 / -8.41" e_above_lowest_kj_mol=382.8 largest_force_ev_per_a=3.79
C -0.2172 0.9991 0.0767 -0.03
O 0.2938 1.5933 -0.8414 -0.61
Si -0.2648 -0.9246 -0.2135 1.17
Cl 0.6121 -1.6420 -1.8234 -0.31
H -0.5281 1.4368 0.9487 0.17
H 1.1690 0.5060 1.4264 -0.21
H -1.0647 -1.9686 0.4265 -0.17



No. 2
24
Properties=species:S:1:pos:R:3:lowdin_spin:R:1 method="wB97M-V/def2-TZVPD" e_homo_ev="-9.81 / -9.81" s_squared=0.756 multiplicity=2 largest_force_ev_per_a=1.02
C 0.6972 -2.0065 0.1038 0.01
C 0.8637 -0.8013 0.6745 0.01
C 1.4426 0.3927 0.0111 0.00
O 1.5808 0.4423 -1.2002 0.00
Cl 0.0727 -3.3276 1.0312 0.00
Cl 1.3371 -2.4861 -1.4162 0.00
H 0.5108 -0.7154 1.7001 0.00
C 1.8650 1.5402 0.8671 0.00
C 2.6945 2.5096 0.2837 0.00
C 3.1101 3.6142 1.0164 0.00
C 2.6968 3.7658 2.3421 0.00
C 1.8708 2.8090 2.9296 0.00
C 1.4506 1.7025 2.1953 0.00
H 3.0077 2.3836 -0.7535 0.00
H 3.7589 4.3603 0.5552 0.00
H 3.0238 4.6320 2.9195 0.00
H 1.5450 2.9250 3.9641 0.00
H 0.8001 0.9741 2.6785 0.00
C -2.1460 -1.5305 -1.6018 0.64
H -1.5908 -0.7128 -2.0554 0.03
H -2.1147 -2.5763 -1.9017 0.03
N -3.0866 -1.1867 -0.6248 0.08
O -3.1695 -0.0086 -0.2844 0.10
O -3.7783 -2.0829 -0.1447 0.11



No. 3
44
Properties=species:S:1:pos:R:3:lowdin_spin:R:1 method="wB97M-V/def2-TZVPD" e_homo_ev="-5.30 / -6.81" s_squared=6.035 e_above_lowest_kj_mol=234.9 multiplicity=5 largest_force_ev_per_a=3.16
C -1.4544 1.7528 0.6349 0.06
C -2.3267 -1.0139 -0.4106 0.00
C -1.1806 2.0644 -0.8034 0.22
H -1.3359 2.6583 1.2499 0.01
C -1.7653 -0.8699 -1.6323 0.01
H -1.8755 -1.7449 0.2519 0.00
H -0.5873 2.9798 -0.9510 0.01
H -0.9502 -1.5455 -1.9510 0.00
C -2.1074 1.7289 -1.9264 0.04
H -1.9403 2.4860 -2.7206 0.00
H -3.1772 1.8087 -1.6688 0.01
C -2.7951 1.1153 1.0620 0.01
H -3.5515 1.9139 1.0175 0.00
H -2.6792 0.8428 2.1325 0.00
C -3.3066 -0.1066 0.2591 0.00
H -4.0550 0.2174 -0.4496 0.00
H -3.8496 -0.7231 0.9710 0.00
C -1.9411 0.3307 -2.5248 0.01
H -2.8256 0.1273 -3.1079 0.00
H -1.1512 0.3591 -3.2639 0.00
Fe 0.5474 0.8210 0.3219 3.37
H -0.5659 1.0455 1.3366 0.00
C 2.3815 1.3813 -1.6652 0.01
N 2.0071 0.2436 -0.8142 0.05
C 2.0669 -0.9838 -1.5986 0.01
C 2.8589 0.1255 0.4184 0.02
C 2.1616 -0.7551 1.4242 0.02
C 2.8864 -1.5026 2.3747 0.01
C 2.2087 -2.4235 3.1843 0.00
C 0.8225 -2.5077 3.1003 0.00
C 0.0849 -1.6485 2.2471 0.01
C 0.7608 -0.7347 1.4607 0.08
H 1.6723 1.4414 -2.4970 0.00
H 3.3872 1.1491 -2.0390 0.00
H 2.3407 2.3231 -1.1063 0.00
H 1.7906 -1.8820 -1.0284 0.00
H 1.3962 -0.8911 -2.4672 0.00
H 3.1146 -1.0299 -1.9495 0.00
H 3.8277 -0.2784 0.0928 0.01
H 3.0521 1.1267 0.8413 0.00
H 3.9805 -1.4206 2.3761 0.00
H 2.7717 -3.0074 3.9294 0.00
H 0.2977 -3.2105 3.7368 0.00
H -0.9963 -1.7626 2.1519 0.00